Computed, not measured: a 2-piece molecular cluster, C6H9NO overall, with the ωB97M-V functional and the def2-TZVPD basis.

Output
Energy above the lowest of the compared OMol25 structures with the same formula, charge and spin (kcal/mol): 94.90
Calculated total energy (eV): -9901.48873
Gap between HOMO and LUMO (eV): 8.669
SMILES: C#CC(C)=O.[H]/N=C\C
HOMO energy (eV): -8.900

CARTESIAN COORDINATES (ANGSTROEM)
C: 1.03297 2.28595 -1.01872
C: 0.77626 0.80813 -1.15318
C: -0.54358 0.45491 -1.55249
C: -1.64720 -0.07368 -1.44139
O: 1.62982 -0.03845 -0.91296
H: 1.24828 2.69624 -2.01041
H: 1.89780 2.45070 -0.37197
H: 0.15987 2.80113 -0.61340
H: -2.60107 -0.39951 -1.75082
C: -1.09798 -1.33825 0.92985
C: 0.19175 -1.50074 1.98485
N: 1.37549 -1.29440 1.70067
H: 1.59306 -1.01321 0.72059
H: -0.11427 -1.72814 3.00326
H: -1.39538 -0.32769 1.18219
H: -1.89454 -2.00872 1.24351
H: -0.61128 -1.77426 0.06043

Atomic forces in eV per Å
0.30 0.01 0.21
1.54 0.26 0.38
-2.73 -1.74 0.46
2.32 1.77 -1.67
-0.79 0.70 -0.49
-0.07 -0.02 0.06
-0.09 -0.04 -0.13
0.03 -0.05 -0.10
-0.59 -0.34 0.40
2.71 -1.78 3.23
-3.28 0.15 -1.20
1.70 0.33 -0.47
-0.55 -0.45 0.80
0.20 -0.15 0.23
-0.06 0.30 -1.25
-0.05 -0.09 0.14
-0.61 1.14 -0.61

***

Computed, not measured: one molecule with the formula C6H9NO, with the ωB97M-V functional and the def2-TZVPD basis.

Output
Energy above the lowest of the compared OMol25 structures with the same formula, charge and spin (kcal/mol): 56.10
Calculated total energy (eV): -9903.17135
Gap between HOMO and LUMO (eV): 9.450
SMILES: [H]/N=C(/C(=C)C)C(C)=O
HOMO energy (eV): -9.376

CARTESIAN COORDINATES (ANGSTROEM)
C: -0.23208 1.46978 0.00503
C: -0.05848 0.48601 0.89658
C: -0.31616 -0.79338 0.37556
C: -1.24794 -1.03737 -0.75104
C: 0.64250 0.74765 2.15800
C: -0.78556 -1.26399 -2.19933
N: 0.36996 -1.84072 0.87331
O: -2.42099 -0.98062 -0.45204
H: -0.16774 2.52049 0.14679
H: -0.69801 1.22488 -0.97532
H: -0.10130 0.92201 3.08889
H: 1.18416 -0.24085 2.38278
H: 1.21972 1.59805 2.13832
H: -1.45911 -1.96366 -2.72446
H: -0.80731 -0.33280 -2.67924
H: 0.13965 -1.70745 -2.05249
H: -0.02544 -2.74290 0.53122

Atomic forces in eV per Å
-1.71 -0.69 -1.28
0.45 3.39 -1.18
3.19 -5.72 1.11
-2.01 0.72 -0.58
-2.25 -3.57 3.44
-1.93 -1.37 1.92
-2.69 1.90 -0.76
-0.17 -0.31 -0.25
0.64 0.66 0.50
0.42 0.25 0.75
1.38 -0.60 -2.12
-0.32 1.78 0.03
1.61 1.65 -0.24
0.17 0.40 0.40
0.41 1.28 -0.81
2.20 -0.54 -0.67
0.61 0.78 -0.26

***

Computed, not measured: one molecule with the formula C6H9NO, with the ωB97M-V functional and the def2-TZVPD basis.

Output
Energy above the lowest of the compared OMol25 structures with the same formula, charge and spin (kcal/mol): 112.84
Calculated total energy (eV): -9900.71082
Gap between HOMO and LUMO (spin up / spin down) (eV): 6.178 / 6.182
HOMO energy (spin up / spin down) (eV): -6.456 / -6.458

CARTESIAN COORDINATES (ANGSTROEM)
C: -0.86282 0.90591 -1.34397
C: 0.56556 0.57420 1.56839
C: 1.08911 0.11294 0.31703
C: -0.51716 -0.17220 -0.34074
N: -0.93466 0.31218 1.24295
C: 2.29885 -0.39841 0.07786
C: -0.84733 -1.48982 -0.60746
O: 0.90960 1.30550 2.45684
H: -1.41638 -0.48000 1.66622
H: -1.49221 1.15806 1.32656
H: -1.92802 0.88436 -1.59150
H: -0.59293 1.89504 -0.96612
H: -0.30447 0.73982 -2.26664
H: 2.61854 -0.61595 -0.93658
H: 2.99358 -0.64078 0.87774
H: -0.70184 -2.25146 0.15108
H: -0.87742 -1.83937 -1.63165

Atomic forces in eV per Å
-0.15 0.07 0.14
-0.39 1.07 0.54
-0.10 -0.88 0.06
1.08 0.62 -0.01
0.56 -0.42 -0.83
-0.33 0.37 -0.12
-0.49 -0.15 0.48
-0.33 -0.86 -0.43
0.12 0.03 0.23
-0.07 -0.04 -0.12
0.12 0.00 0.08
-0.02 -0.01 -0.08
0.05 -0.04 0.10
-0.11 -0.24 0.05
0.00 0.27 -0.07
0.25 0.00 -0.04
-0.21 0.22 0.02

***

Computed, not measured: a 2-piece molecular cluster, C6H9NO overall, with the ωB97M-V functional and the def2-TZVPD basis.

Output
Energy above the lowest of the compared OMol25 structures with the same formula, charge and spin (kcal/mol): 86.27
Calculated total energy (eV): -9901.86317
Gap between HOMO and LUMO (eV): 10.374
SMILES: c1ccncc1.CO
HOMO energy (eV): -9.834

CARTESIAN COORDINATES (ANGSTROEM)
C: -0.22610 0.29454 -0.55771
C: 0.11378 -1.00226 -0.84553
C: 1.51021 -1.26103 -1.24094
C: 2.46805 -0.32791 -1.09665
C: 1.99566 0.95459 -0.91205
C: -1.78698 0.37433 1.77419
H: -1.21764 0.53667 -0.30502
H: -0.48398 -1.81877 -1.15482
H: 1.83338 -2.27314 -1.54875
H: 3.52843 -0.68326 -1.22565
H: 2.82189 1.62723 -0.97218
H: -3.70522 0.52982 1.17750
H: -1.43285 1.05322 2.66280
H: -1.21273 -0.59791 1.66499
H: -1.75943 0.98533 0.93540
N: 0.71650 1.29557 -0.58233
O: -3.16297 0.31297 2.22677

Atomic forces in eV per Å
2.69 0.13 -0.91
3.76 -0.28 -2.38
-2.58 -1.88 1.26
0.74 -0.86 -0.65
-0.85 0.19 1.35
-0.09 0.96 4.82
-0.29 0.37 -0.68
-1.34 -0.41 0.55
-0.61 0.49 0.26
-1.08 1.18 0.00
-0.35 1.63 0.24
1.91 -1.28 5.30
0.70 -1.55 -1.72
-0.99 1.09 0.21
0.15 0.88 -0.69
0.86 -0.91 -0.75
-2.59 0.24 -6.21

***

Computed, not measured: one molecule with the formula C6H9NO, with the ωB97M-V functional and the def2-TZVPD basis.

Output
Energy above the lowest of the compared OMol25 structures with the same formula, charge and spin (kcal/mol): 132.07
Calculated total energy (eV): -9899.87717
Gap between HOMO and LUMO (eV): 9.049
SMILES: O[C@]12C[C@H]3CN3[C@@H]1C2
HOMO energy (eV): -8.118

CARTESIAN COORDINATES (ANGSTROEM)
C: -0.99255 0.18916 0.35965
C: 0.06298 1.01400 1.04413
C: 1.17659 0.73776 -0.08615
C: 2.12624 -0.45986 -0.04394
C: -0.15732 -1.07905 0.00760
C: -1.61258 -1.16674 0.19691
H: -2.24621 1.35089 -0.72950
H: 0.53896 0.62439 1.96202
H: -0.05079 2.09493 1.06223
H: 1.56157 1.65525 -0.57261
H: 3.14036 -0.31927 -0.46074
H: 2.15902 -1.17077 0.79216
H: 0.16621 -1.45282 0.99038
H: -2.25520 -1.12724 -0.68744
H: -2.00363 -1.85031 0.94576
N: 0.87189 -0.43536 -0.86050
O: -1.34170 0.97886 -0.76851

Atomic forces in eV per Å
-1.05 0.22 0.69
2.36 -0.88 -0.17
1.15 0.94 1.38
-0.02 0.90 0.49
0.18 1.29 0.60
-1.86 -0.31 -1.31
0.76 -0.68 0.46
-0.88 0.25 -0.09
-0.60 -0.09 0.31
-0.33 -0.83 -0.14
-0.92 -0.25 -0.48
-0.30 0.55 -0.18
0.96 0.26 -0.56
-0.02 -0.01 0.39
0.38 0.11 0.11
0.40 -1.68 -0.61
-0.20 0.21 -0.87

***

Computed, not measured: one molecule with the formula C6H9NO2, with the ωB97M-V functional and the def2-TZVPD basis.

Output
Energy above the lowest of the compared OMol25 structures with the same formula, charge and spin (kcal/mol): 98.98
Calculated total energy (eV): -11949.02644
Gap between HOMO and LUMO (eV): 9.734
SMILES: CC=C=CCC(=O)NO
HOMO energy (eV): -8.974

CARTESIAN COORDINATES (ANGSTROEM)
C: -1.19847 -0.56416 -0.00810
C: 1.59174 -0.33130 0.32223
C: -2.16307 0.13437 0.51241
C: -0.36647 -1.38358 -0.59346
C: 0.99029 -1.61107 -0.03804
C: -2.66925 1.60226 0.31317
N: 2.56780 0.01007 -0.53916
O: 1.38208 0.43236 1.24608
O: 3.20985 1.20727 -0.52550
H: -2.88781 -0.30927 1.23604
H: -0.49447 -1.92109 -1.53039
H: 3.05124 -0.66302 -1.26250
H: 1.54103 -2.02586 -0.83157
H: 1.02952 -2.34425 0.83531
H: -2.05408 2.20654 -0.52347
H: -2.48840 2.18976 1.17616
H: -3.71297 1.67276 0.11295
H: 2.67143 1.69822 0.09782

Atomic forces in eV per Å
-1.11 -0.08 -0.71
2.31 1.21 0.30
-1.98 1.32 0.62
-0.22 0.14 0.36
-0.45 -1.46 1.89
3.47 0.28 -2.52
1.69 -3.20 -3.65
-1.07 0.21 0.52
0.43 0.49 0.16
0.96 -0.37 -0.53
-0.86 0.27 0.16
-1.70 1.99 2.15
1.03 -0.76 -0.80
-0.22 0.97 -1.00
-1.48 -1.59 1.59
0.21 0.33 1.18
-0.76 -0.34 -0.38
-0.25 0.58 0.66

***

Computed, not measured: one molecule with the formula C6H9NO2, with the ωB97M-V functional and the def2-TZVPD basis.

Output
Energy above the lowest of the compared OMol25 structures with the same formula, charge and spin (kcal/mol): 129.31
Calculated total energy (eV): -11947.71136
Gap between HOMO and LUMO (eV): 7.784
HOMO energy (eV): -7.768

CARTESIAN COORDINATES (ANGSTROEM)
C: -0.83585 -0.21219 -0.33590
C: 2.22026 1.42758 0.35005
C: -1.94630 -0.80204 0.52885
C: -0.51929 1.21317 0.06889
N: -1.19150 -0.23669 -1.76205
O: 1.14101 0.87295 -0.39834
C: 0.55523 -0.74069 -0.05428
C: 1.28445 -1.68541 0.36899
O: -0.79960 2.09255 0.78384
H: -0.39289 0.07794 -2.30760
H: -1.36325 -1.20584 -2.01547
H: 3.01783 0.68360 0.39389
H: 2.57128 2.33307 -0.14435
H: 1.90922 1.66851 1.37211
H: -1.91341 -0.42222 1.55072
H: -1.83984 -1.88818 0.58053
H: -2.92984 -0.59163 0.10399
H: 1.03248 -2.58447 0.91612

Atomic forces in eV per Å
0.16 0.15 -0.51
-0.28 -0.02 0.06
-0.12 -0.21 -0.01
1.97 0.18 1.34
-0.15 0.09 0.18
-1.34 1.62 0.05
-0.38 -2.30 1.22
-0.70 1.56 0.08
0.40 -1.04 -1.53
-0.06 -0.14 0.05
0.04 0.09 0.00
-0.12 -0.08 -0.06
0.02 -0.07 -0.02
-0.03 -0.04 -0.09
0.10 -0.01 -0.09
0.17 0.10 -0.08
0.15 0.17 -0.03
0.17 -0.06 -0.55

***

Computed, not measured: C6H9NO2 as an isolated structure, with the ωB97M-V functional and the def2-TZVPD basis.

Output
Energy above the lowest of the compared OMol25 structures with the same formula, charge and spin (kcal/mol): 134.15
Calculated total energy (eV): -11947.50132
Gap between HOMO and LUMO (spin up / spin down) (eV): 7.345 / 7.345
HOMO energy (spin up / spin down) (eV): -7.263 / -7.261

CARTESIAN COORDINATES (ANGSTROEM)
C: -0.04574 -0.89415 0.09964
C: 0.18021 -1.23841 -1.30467
C: 0.68036 1.01239 -0.05086
C: 0.49890 -0.04165 -2.27630
C: 1.16873 1.01446 -1.46765
C: -1.42268 -0.71955 1.96482
N: -1.17112 -1.19150 0.63995
O: -0.02564 -2.36908 -1.68542
O: 1.69633 1.39611 0.74537
H: 1.17161 -0.43213 -2.98971
H: -0.50474 0.15171 -2.77356
H: 0.71732 1.78260 -2.02193
H: 2.27334 1.06154 -1.55337
H: -1.69326 0.35359 1.87246
H: -2.03073 -1.58456 2.52169
H: -0.51081 -0.67337 2.63081
H: -1.92326 -1.57308 0.05653
H: 1.44815 1.52331 1.59932

Atomic forces in eV per Å
2.37 2.37 -1.71
-1.38 0.88 -0.59
-0.16 -1.13 0.49
-1.24 -3.28 1.52
0.40 0.01 0.37
-0.21 -1.69 2.40
0.10 -0.43 0.17
0.31 -0.79 -0.42
0.91 -0.44 -4.35
0.56 -0.42 -1.13
1.31 0.31 0.67
-0.01 2.57 0.14
-0.56 -0.18 -0.10
-0.95 -0.73 0.54
0.35 2.69 -1.06
-0.44 -0.33 -1.31
0.10 0.17 0.49
-1.46 0.40 3.88